# 1
{
  "formula": "C2H4N2O",
  "method": "ωB97M-V/def2-TZVPD",
  "species": ["C", "C", "N", "N", "O", "H", "H", "H", "H"],
  "coordinates": [[0.0489, 0.2302, 0.2024], [-0.0785, -0.4217, 1.4699], [0.1167, -0.2824, -1.0270], [-0.1272, -1.4629, -1.4460], [-0.2456, 0.3739, 2.4759], [0.2420, 1.3158, 0.2092], [0.3731, 0.4475, -1.7140], [-0.0019, -1.5429, -2.4526], [-0.3275, 1.3425, 2.2822]],
  "forces_ev_per_a": [[0.111, 1.255, 1.176], [0.031, -1.495, -1.511], [0.004, -0.266, -1.007], [-0.117, -0.104, 0.823], [-0.105, 0.968, 0.670], [-0.064, -0.175, -0.234], [-0.142, -0.452, 0.263], [0.199, 0.539, 0.045], [0.084, -0.269, -0.226]],
  "mulliken_charge": [0.07, -0.42, 0.40, -0.75, -0.18, 0.13, 0.28, 0.22, 0.24],
  "lumo_energy_ev": [-0.298, -0.299],
  "energy_ha": -263.1825,
  "multiplicity": 1,
  "total_charge": 0,
  "de_lowest_kj_mol": 474.6,
  "largest_force_ev_per_a": 2.13,
  "homo_energy_ev": [-7.920, -7.918]
}

# 2
{
  "formula": "C33H24BeBrF4NOPS3",
  "method": "ωB97M-V/def2-TZVPD",
  "species": ["Be", "S", "C", "N", "C", "C", "C", "C", "C", "C", "S", "H", "H", "H", "H", "F", "C", "C", "F", "C", "F", "C", "P", "C", "C", "C", "C", "C", "C", "C", "C", "C", "C", "C", "C", "C", "Br", "C", "F", "H", "H", "H", "H", "H", "H", "H", "H", "H", "H", "C", "C", "C", "C", "C", "C", "C", "S", "C", "O", "H", "H", "H", "H", "H", "H", "H", "H", "H", "H"],
  "coordinates": [[0.1224, 0.2432, 0.2024], [-0.2975, 2.1550, 0.7408], [-1.9724, 2.1312, 0.4299], [-2.6298, 1.1000, -0.0263], [-3.9682, 1.3744, -0.2116], [-4.9469, 0.5145, -0.7053], [-6.2359, 0.9824, -0.8527], [-6.5777, 2.2810, -0.4839], [-5.6271, 3.1474, 0.0186], [-4.3264, 2.6878, 0.1399], [-2.9212, 3.5624, 0.6949], [-4.7005, -0.5017, -0.9640], [-6.9932, 0.3297, -1.2612], [-7.5981, 2.6135, -0.5865], [-5.8704, 4.1611, 0.2979], [-1.6523, -6.8560, 0.3921], [-1.5981, -5.5387, 0.2360], [-2.7567, -4.7747, 0.3467], [-3.9263, -5.3596, 0.5937], [-2.6693, -3.3997, 0.1761], [-3.7931, -2.6714, 0.2525], [-1.4828, -2.7298, -0.1257], [-1.6874, -0.8298, -0.2039], [-2.2595, -0.8634, 1.5597], [-3.5162, -0.6683, 2.1176], [-3.6785, -0.7136, 3.4941], [-2.5932, -0.9335, 4.3288], [-1.3304, -1.0889, 3.7811], [-1.1695, -1.0612, 2.4081], [-2.4268, -0.8266, -1.8957], [-2.2396, 0.3478, -2.6321], [-2.6768, 0.4436, -3.9389], [-3.2719, -0.6441, -4.5586], [-3.4310, -1.8210, -3.8507], [-3.0128, -1.9180, -2.5332], [-0.3583, -3.5277, -0.2821], [1.2794, -2.8211, -0.8705], [-0.4010, -4.9055, -0.0754], [0.7143, -5.6240, -0.1878], [-4.3785, -0.5150, 1.4878], [-4.6626, -0.5783, 3.9201], [-2.7274, -1.0020, 5.3981], [-0.4699, -1.2383, 4.4179], [-0.1890, -1.2396, 1.9760], [-1.7428, 1.1931, -2.1728], [-2.5568, 1.3695, -4.4807], [-3.6011, -0.5746, -5.5849], [-3.8878, -2.6792, -4.3181], [-3.1581, -2.8594, -2.0303], [1.9979, 4.7915, 4.2199], [2.3592, 3.5483, 3.4827], [2.2582, 2.2957, 4.0808], [2.5284, 1.1471, 3.3589], [2.8750, 1.2447, 2.0162], [2.9757, 2.4848, 1.4016], [2.7470, 3.6248, 2.1458], [2.8869, -0.2948, 1.1017], [4.0544, 0.0227, -0.2374], [1.5171, -0.1800, 0.3931], [1.7686, 4.5748, 5.2582], [1.1178, 5.2347, 3.7557], [2.8059, 5.5185, 4.1607], [1.9416, 2.2238, 5.1106], [2.4443, 0.1724, 3.8172], [3.1810, 2.5796, 0.3461], [2.8371, 4.5907, 1.6728], [3.8859, 0.9991, -0.6727], [3.9075, -0.7529, -0.9830], [5.0545, -0.0484, 0.1736]],
  "forces_ev_per_a": [[-0.796, 0.801, 0.169], [0.659, -0.200, -0.013], [-0.474, 0.100, -0.089], [0.259, 0.659, 0.089], [-0.710, 0.707, -0.042], [0.042, -0.024, -0.011], [0.003, -0.046, 0.050], [-0.046, 0.146, 0.033], [0.014, 0.026, -0.024], [0.241, -0.160, -0.043], [-0.161, -0.455, -0.115], [-0.034, -0.075, -0.077], [-0.045, -0.064, 0.032], [-0.107, 0.054, -0.049], [-0.124, 0.057, 0.022], [0.048, 0.175, 0.014], [0.025, 0.171, -0.073], [0.065, 0.200, -0.029], [0.206, 0.086, -0.004], [0.513, -0.230, -0.016], [-0.383, -0.335, 0.008], [-0.202, -0.167, -0.026], [0.017, -1.035, 0.082], [0.223, 0.101, 0.157], [-0.013, -0.098, -0.007], [-0.013, 0.010, -0.023], [0.114, -0.016, -0.021], [0.034, -0.004, 0.133], [-0.176, -0.052, -0.148], [0.195, 0.213, -0.077], [0.061, -0.110, 0.065], [0.057, 0.037, -0.116], [-0.035, 0.021, 0.074], [-0.042, -0.033, -0.036], [0.092, 0.056, 0.143], [-0.239, -0.185, 0.087], [0.117, -0.261, -0.261], [-0.069, 0.174, 0.009], [-0.199, -0.138, -0.005], [-0.030, 0.014, 0.051], [-0.061, -0.021, -0.018], [-0.037, 0.084, 0.067], [0.021, -0.059, 0.062], [0.074, -0.081, 0.128], [-0.064, 0.034, -0.085], [0.101, 0.078, -0.035], [-0.044, 0.011, -0.045], [-0.046, -0.091, -0.064], [0.010, -0.009, 0.016], [-0.004, 0.044, 0.008], [-0.009, -0.255, -0.095], [0.010, 0.089, -0.120], [0.043, -0.190, -0.151], [0.251, -0.410, 0.093], [0.041, 0.093, -0.106], [0.019, -0.187, -0.042], [-0.551, 1.274, -0.104], [-0.342, -0.109, 0.264], [1.466, -0.648, -0.156], [0.023, 0.101, 0.111], [-0.060, 0.101, 0.033], [0.005, 0.076, 0.095], [0.029, -0.045, 0.095], [-0.016, -0.081, 0.117], [0.094, 0.030, -0.037], [-0.037, 0.109, -0.072], [-0.085, 0.072, -0.042], [-0.066, -0.117, 0.013], [0.150, -0.019, 0.156]],
  "mulliken_charge": [-0.89, -0.21, -0.17, 0.71, -0.77, 0.19, -1.15, -0.68, -0.62, 0.53, -0.23, 0.46, 0.45, 0.42, 0.44, -0.28, 0.48, 0.29, -0.29, -0.40, -0.38, -0.10, 1.87, 1.27, -0.27, -0.84, -0.81, -0.84, -0.67, 0.58, -0.35, -0.83, -0.61, -0.89, 0.04, -0.02, -0.18, 0.61, -0.31, 0.52, 0.49, 0.41, 0.49, 0.34, 0.23, 0.46, 0.43, 0.47, 0.32, -1.44, 0.84, -0.79, -0.49, 0.86, -0.57, -0.64, 0.40, -0.95, 0.61, 0.38, 0.31, 0.37, 0.36, 0.44, 0.14, 0.40, 0.29, 0.34, 0.47],
  "lumo_energy_ev": -2.691,
  "energy_ha": -5925.9094,
  "multiplicity": 1,
  "total_charge": 1,
  "de_lowest_kj_mol": 236.5,
  "largest_force_ev_per_a": 1.61,
  "homo_energy_ev": -10.835
}